A structure of composition C53H67AsF4N4O4PV, computed with wB97M-V/def2-TZVPD.

As for the expectation value of S²: 2.020. The value obtained for the gap between HOMO and LUMO (spin up / spin down) is 9.070 / 9.213 eV. The value obtained for the energy is -176875.6505 eV. The multiplicity is 3. The strongest force on any atom comes out at 0.8 eV/A. Its total charge is +2. For the molar mass, the calculation gives 1056.97 g/mol.

Atoms and positions in Å:
V -0.241 1.352 0.339
C 1.014 3.281 2.233
N 0.703 3.199 0.790
C 1.924 3.490 0.028
C -0.357 4.172 0.432
C -1.688 3.715 1.018
N -1.741 2.247 1.020
C -2.887 1.731 1.663
C -2.925 1.571 3.045
F -1.887 2.006 3.778
C -4.009 0.997 3.686
F -3.959 0.841 5.010
C -5.119 0.592 2.972
C -5.115 0.784 1.604
F -6.164 0.408 0.874
C -4.027 1.351 0.962
F -4.051 1.476 -0.370
H 1.423 4.267 2.470
H 1.746 2.515 2.479
H 0.117 3.105 2.821
H 2.264 4.511 0.226
H 1.726 3.379 -1.036
H 2.706 2.799 0.339
H -0.400 4.219 -0.656
H -0.092 5.165 0.811
H -2.509 4.139 0.428
H -1.812 4.089 2.040
H -5.971 0.151 3.469
O 0.737 0.218 1.646
P 0.589 -1.165 2.332
C 1.084 -1.038 4.071
C 0.570 -2.198 4.965
C -0.663 -1.770 5.756
C -0.294 -0.664 6.756
C 0.822 0.240 6.208
C 0.730 0.327 4.687
C -1.178 -1.602 2.130
C -1.629 -3.037 2.462
C -3.092 -3.212 2.057
C -3.267 -3.132 0.528
C -2.093 -2.406 -0.134
C -1.697 -1.205 0.716
C 1.656 -2.365 1.468
C 3.045 -1.768 1.140
C 4.120 -1.983 2.202
C 4.233 -3.450 2.594
C 2.891 -3.960 3.100
C 1.792 -3.790 2.054
H 2.174 -1.108 4.015
H 1.363 -2.454 5.671
H 0.388 -3.105 4.393
H -1.089 -2.628 6.278
H -1.440 -1.415 5.072
H 0.026 -1.111 7.697
H -1.180 -0.067 6.980
H 1.804 -0.151 6.489
H 0.753 1.235 6.646
H 1.391 1.094 4.284
H -0.285 0.612 4.418
H -1.662 -0.935 2.855
H -1.512 -3.235 3.524
H -1.021 -3.767 1.925
H -3.685 -2.437 2.551
H -3.463 -4.165 2.433
H -4.194 -2.606 0.293
H -3.361 -4.130 0.101
H -2.368 -2.075 -1.138
H -1.240 -3.075 -0.268
H -2.560 -0.552 0.831
H -0.937 -0.630 0.164
H 1.111 -2.472 0.520
H 2.951 -0.708 0.911
H 3.383 -2.257 0.219
H 3.918 -1.381 3.092
H 5.070 -1.616 1.807
H 5.002 -3.585 3.354
H 4.545 -4.037 1.723
H 2.634 -3.435 4.022
H 2.956 -5.017 3.363
H 0.843 -4.154 2.444
H 2.031 -4.440 1.206
O 4.067 -4.114 -4.118
C 3.495 -4.474 -2.886
N 2.058 -4.340 -2.839
C 1.291 -3.243 -2.594
O 0.086 -3.356 -2.445
C 1.931 -1.893 -2.406
C 3.147 -1.457 -2.917
C 3.604 -0.202 -2.542
C 2.843 0.564 -1.679
N 1.636 0.194 -1.236
C 1.199 -1.001 -1.627
H 3.947 -4.821 -4.762
H 3.949 -3.825 -2.138
H 3.730 -5.507 -2.628
H 1.500 -5.175 -2.958
H 3.723 -2.065 -3.600
H 4.551 0.172 -2.905
H 3.208 1.525 -1.345
H 0.209 -1.307 -1.314
O -0.565 1.799 -1.531
As -0.686 2.058 -3.189
C -2.466 2.574 -3.596
C -2.950 2.386 -4.888
C -4.225 2.832 -5.201
C -5.000 3.455 -4.231
C -4.511 3.637 -2.945
C -3.235 3.199 -2.623
C 0.474 3.496 -3.673
C 1.859 3.332 -3.684
C 2.676 4.406 -3.991
C 2.115 5.644 -4.283
C 0.738 5.807 -4.274
C -0.088 4.733 -3.973
C -0.290 0.480 -4.175
C -1.137 -0.611 -3.996
C -0.934 -1.762 -4.737
C 0.110 -1.820 -5.653
C 0.949 -0.730 -5.834
C 0.749 0.432 -5.100
H -2.348 1.891 -5.641
H -4.615 2.690 -6.199
H -5.995 3.797 -4.480
H -5.125 4.112 -2.192
H -2.844 3.317 -1.621
H 2.300 2.368 -3.459
H 3.751 4.280 -4.011
H 2.755 6.481 -4.526
H 0.303 6.769 -4.510
H -1.163 4.863 -3.980
H -1.957 -0.563 -3.287
H -1.582 -2.615 -4.596
H 0.261 -2.718 -6.237
H 1.749 -0.773 -6.560
H 1.385 1.290 -5.272